1.
Here is an isolated molecule of C8H10 from OMol25. Energies are from wB97M-V/def2-TZVPD.

Calculated values
Energy (eV): -8449.82164
ΔE to the lowest compared entry with this formula, charge and spin (kJ/mol): 815.09
Strongest force on any atom (eV/Å): 4.2
HOMO-LUMO gap (eV): 8.281
Lowest unoccupied orbital energy (Ha): -0.0199
HOMO level (hartree): -0.324

```
! RIJCOSX wB97M-V def2-TZVPD def2/J DEFGRID3
* xyz 0 1
C 0.3666 0.3573 1.2850
C 0.9981 0.5456 2.7322
C 0.7010 -0.8669 2.0847
C -1.1455 0.7868 1.2053
C -1.1737 0.9095 -0.3984
C 1.2972 0.3650 -1.5348
C 0.5643 -0.8842 -1.2537
C 0.2451 0.3221 -0.5257
H -0.0704 -1.5268 2.6458
H 1.6564 -1.4717 1.8360
H -1.7197 -0.1284 1.5528
H -1.4277 1.6566 1.7352
H -1.9221 0.2860 -0.8040
H -1.4664 2.0027 -0.6512
H 2.3174 0.5638 -1.1447
H 1.2057 0.7411 -2.4782
H -0.1310 -1.3722 -1.9489
H 1.1125 -1.6090 -0.7986
*
```

Just the natural (NBO) charges please, in e? Sure, here they are: atom 1 (C): -0.234, atom 2 (C): 0.236, atom 3 (C): -0.622, atom 4 (C): -0.373, atom 5 (C): -0.408, atom 6 (C): -0.428, atom 7 (C): -0.437, atom 8 (C): 0.074, atom 9 (H): 0.226, atom 10 (H): 0.252, atom 11 (H): 0.199, atom 12 (H): 0.216, atom 13 (H): 0.205, atom 14 (H): 0.215, atom 15 (H): 0.225, atom 16 (H): 0.218, atom 17 (H): 0.221, atom 18 (H): 0.216

2.
Here is a structure of composition C8H10AuO5 from OMol25. Energies are from wB97M-V/def2-TZVPD.

Calculated values
Energy (eV): -22347.18717
ΔE to the lowest compared entry with this formula, charge and spin (kJ/mol): 160.37
Strongest force on any atom (eV/Å): 6.5
HOMO-LUMO gap (alpha / beta) (eV): 8.587 / 4.826
Lowest unoccupied orbital energy (alpha / beta) (Ha): -0.5147 / -0.6524
HOMO level (alpha / beta) (hartree): -0.830 / -0.830

```
! RIJCOSX wB97M-V def2-TZVPD def2/J DEFGRID3
* xyz 3 3
Au 1.3486 1.4122 0.4153
O 1.8575 0.9077 -2.6752
C 1.7980 1.0737 -1.5414
C 0.1357 2.6188 1.4891
O -0.7095 3.1615 2.0487
C -2.1382 1.8121 -1.9546
O -2.8788 2.3307 -2.6585
C 2.9559 1.0220 1.5334
O 3.7500 0.5264 2.2004
H 2.1445 5.2823 -1.2059
H 1.7971 5.4856 -0.5749
C -0.4709 -2.9773 -0.0438
C -1.3197 -2.3793 1.0945
C -1.4281 -0.8977 0.7331
O -0.3219 -0.5696 -0.1456
C 0.1657 -1.7842 -0.7619
H 0.2732 -3.6803 0.3402
H -1.1459 -3.5143 -0.7202
H -0.8605 -2.4997 2.0824
H -2.3122 -2.8339 1.1566
H -2.3573 -0.7010 0.1660
H -1.3744 -0.2047 1.5851
H 1.2737 -1.8292 -0.7565
H -0.1824 -1.7620 -1.8063
*
```

Just the natural (NBO) charges please, in e? Sure, here they are: atom 1 (Au): 1.075, atom 2 (O): -0.187, atom 3 (C): 0.443, atom 4 (C): 0.453, atom 5 (O): -0.173, atom 6 (C): 0.403, atom 7 (O): -0.370, atom 8 (C): 0.510, atom 9 (O): -0.171, atom 10 (H): 0.013, atom 11 (H): -0.009, atom 12 (C): -0.453, atom 13 (C): -0.436, atom 14 (C): -0.120, atom 15 (O): -0.188, atom 16 (C): -0.145, atom 17 (H): 0.291, atom 18 (H): 0.286, atom 19 (H): 0.267, atom 20 (H): 0.301, atom 21 (H): 0.340, atom 22 (H): 0.257, atom 23 (H): 0.278, atom 24 (H): 0.335

3.
Here is a cluster of 2 separate species, C8H10BClF9O5S in total from OMol25. Energies are from wB97M-V/def2-TZVPD.

Calculated values
Energy (eV): -67183.54936
Strongest force on any atom (eV/Å): 10.1
HOMO-LUMO gap (eV): 8.137
Lowest unoccupied orbital energy (Ha): 0.0726
HOMO level (hartree): -0.226

```
! RIJCOSX wB97M-V def2-TZVPD def2/J DEFGRID3
* xyz -1 1
O 0.0318 2.4869 -2.7576
S 1.2298 1.4894 -2.4988
O 2.0045 1.4764 -3.8751
B 0.4523 -0.1991 -2.3163
Cl 1.4413 -1.5798 -3.1582
C 2.2100 2.1349 -1.0649
F 1.4083 3.2892 -0.4982
F 3.4280 2.8202 -1.6401
C 2.4960 1.1573 0.1859
F 1.2315 0.6664 0.8527
F 3.1442 2.0161 1.2510
C 3.4602 -0.1241 -0.0014
F 2.7450 -1.4423 -0.1881
F 4.1735 -0.3026 1.3226
C 4.6484 -0.0299 -1.1155
F 4.2053 -0.0165 -2.5278
F 5.4598 -1.2965 -0.9611
F 5.6433 1.0725 -0.8331
H 0.1675 -0.4856 -1.1883
H -0.5916 -0.1738 -2.8963
C -4.8942 0.7155 0.9592
C -4.3436 -0.4476 0.1511
O -2.9857 -0.7243 0.5163
C -2.8173 -1.4134 1.6719
O -3.7077 -1.8156 2.4054
O -1.4861 -1.5564 1.8883
C -1.1688 -2.1890 3.1261
H -4.2383 1.5876 0.8729
H -5.8949 0.9877 0.6147
H -4.9519 0.4670 2.0239
H -4.3395 -0.1824 -0.9109
H -4.9659 -1.3438 0.2576
H -1.6934 -3.1423 3.2338
H -1.4087 -1.5177 3.9574
H -0.0930 -2.3847 3.1406
*
```

Just the natural (NBO) charges please, in e? Sure, here they are: atom 1 (O): -0.885, atom 2 (S): 1.696, atom 3 (O): -0.872, atom 4 (B): -0.392, atom 5 (Cl): -0.292, atom 6 (C): 0.406, atom 7 (F): -0.324, atom 8 (F): -0.326, atom 9 (C): 0.598, atom 10 (F): -0.303, atom 11 (F): -0.325, atom 12 (C): 0.579, atom 13 (F): -0.286, atom 14 (F): -0.323, atom 15 (C): 0.936, atom 16 (F): -0.275, atom 17 (F): -0.333, atom 18 (F): -0.321, atom 19 (H): 0.004, atom 20 (H): 0.037, atom 21 (C): -0.639, atom 22 (C): -0.070, atom 23 (O): -0.482, atom 24 (C): 0.987, atom 25 (O): -0.661, atom 26 (O): -0.485, atom 27 (C): -0.255, atom 28 (H): 0.219, atom 29 (H): 0.209, atom 30 (H): 0.219, atom 31 (H): 0.199, atom 32 (H): 0.187, atom 33 (H): 0.191, atom 34 (H): 0.183, atom 35 (H): 0.199

4.
Here is a cluster of 2 separate species, C8H10BF3O3 in total from OMol25. Energies are from wB97M-V/def2-TZVPD.

Calculated values
Energy (eV): -23428.20203
Strongest force on any atom (eV/Å): 1.3
HOMO-LUMO gap (alpha / beta) (eV): 9.229 / 8.490
Lowest unoccupied orbital energy (alpha / beta) (Ha): -0.0198 / -0.0314
HOMO level (alpha / beta) (hartree): -0.359 / -0.343

```
! RIJCOSX wB97M-V def2-TZVPD def2/J DEFGRID3
* xyz 0 1
B 0.9565 1.1200 1.7738
C 0.3500 -0.0441 0.9273
C 0.2942 -1.1410 1.6750
C -0.1842 -2.4800 1.3493
C 0.8541 -0.8027 3.0436
C -1.5439 1.6211 -1.4477
C -1.5836 0.1781 -1.9460
C -0.3157 -0.5682 -1.7893
C 0.9785 -0.0155 -2.2422
O -0.1533 -3.4281 2.0914
O 1.2208 0.5639 3.0051
O 1.1525 2.3947 1.4523
F 1.0224 0.1471 -3.5996
F 2.0007 -0.8376 -1.9478
F 1.3077 1.1866 -1.7472
H -0.5971 -2.5583 0.3256
H 0.1102 -0.9577 3.8325
H 1.7375 -1.4123 3.2631
H -2.5418 2.0491 -1.4780
H -1.1678 1.6474 -0.4261
H -0.8875 2.2290 -2.0648
H -2.3743 -0.3799 -1.4363
H -1.8475 0.1965 -3.0152
H -0.3381 -1.6429 -1.7355
H 1.5496 2.9348 2.1365
*
```

Just the natural (NBO) charges please, in e? Sure, here they are: atom 1 (B): 0.987, atom 2 (C): -0.107, atom 3 (C): -0.260, atom 4 (C): 0.413, atom 5 (C): -0.076, atom 6 (C): -0.599, atom 7 (C): -0.484, atom 8 (C): -0.106, atom 9 (C): 0.902, atom 10 (O): -0.500, atom 11 (O): -0.672, atom 12 (O): -0.859, atom 13 (F): -0.339, atom 14 (F): -0.325, atom 15 (F): -0.319, atom 16 (H): 0.111, atom 17 (H): 0.205, atom 18 (H): 0.206, atom 19 (H): 0.212, atom 20 (H): 0.219, atom 21 (H): 0.217, atom 22 (H): 0.222, atom 23 (H): 0.234, atom 24 (H): 0.211, atom 25 (H): 0.505

5.
Here is a structure of composition C8H10BiIN from OMol25. Energies are from wB97M-V/def2-TZVPD.

Calculated values
Energy (eV): -23883.62112
Strongest force on any atom (eV/Å): 6.5
HOMO-LUMO gap (eV): 6.052
Lowest unoccupied orbital energy (Ha): 0.1008
HOMO level (hartree): -0.122

```
! RIJCOSX wB97M-V def2-TZVPD def2/J DEFGRID3
* xyz -1 1
C -1.4707 -0.2605 -1.2488
C -0.4308 0.5636 -1.7626
C -0.6235 1.8893 -1.2621
C -1.7947 1.8728 -0.4233
C -2.3144 0.5358 -0.4276
Bi 0.2284 0.6489 1.4232
C 2.3886 0.1144 0.3051
C 1.9588 -1.1842 0.1384
C 1.7237 -2.4409 -0.0572
N -0.6271 -1.4269 1.9276
H 0.0203 2.7269 -1.4308
H 0.3901 0.2278 -2.3703
H -2.1958 2.7136 0.1162
H -3.1892 0.1940 0.1070
H -1.5820 -1.3139 -1.4458
H 2.4463 0.7997 -0.5493
H -0.7778 -2.3061 2.3615
H 2.7952 0.5221 1.2574
H 2.5003 -3.1462 -0.4184
H 0.7537 -2.9525 0.1086
I -0.1992 2.2222 3.6512
*
```

Just the natural (NBO) charges please, in e? Sure, here they are: atom 1 (C): -0.325, atom 2 (C): -0.368, atom 3 (C): -0.387, atom 4 (C): -0.387, atom 5 (C): -0.324, atom 6 (Bi): 1.365, atom 7 (C): -0.667, atom 8 (C): 0.179, atom 9 (C): -0.466, atom 10 (N): -1.437, atom 11 (H): 0.194, atom 12 (H): 0.191, atom 13 (H): 0.207, atom 14 (H): 0.211, atom 15 (H): 0.202, atom 16 (H): 0.257, atom 17 (H): 0.340, atom 18 (H): 0.242, atom 19 (H): 0.221, atom 20 (H): 0.277, atom 21 (I): -0.526

6.
Here is the ion C8H10BrIN3 with charge +1 from OMol25. Energies are from wB97M-V/def2-TZVPD.

Calculated values
Energy (eV): -91058.32209
ΔE to the lowest compared entry with this formula, charge and spin (kJ/mol): 310.81
Strongest force on any atom (eV/Å): 4.7
HOMO-LUMO gap (alpha / beta) (eV): 5.686 / 5.686
Lowest unoccupied orbital energy (alpha / beta) (Ha): -0.1745 / -0.1745
HOMO level (alpha / beta) (hartree): -0.383 / -0.383

```
! RIJCOSX wB97M-V def2-TZVPD def2/J DEFGRID3
* xyz 1 1
C 4.2900 -2.5315 0.5553
C 3.2003 -3.2602 0.5256
C 4.4121 -1.1684 0.2993
C 3.3792 -0.2749 0.0893
C 1.2116 -1.9201 0.0917
C 0.0041 -0.0583 0.7176
C -0.8827 2.1660 1.2229
C -2.1394 0.5155 -0.1931
N 1.9584 -2.7855 0.3911
N -0.9499 0.8490 0.5426
N 0.1634 -1.1209 -0.0892
Br 6.2340 -0.3295 0.0257
I 3.3578 1.7175 -0.3552
H 5.3089 -3.0886 0.6374
H 3.1778 -4.3855 0.5533
H 0.8567 0.1103 1.4456
H 0.0845 2.4583 1.5319
H -1.3962 2.9243 0.4216
H -1.5442 2.0899 2.1006
H -2.0529 1.0484 -1.1727
H -2.1600 -0.5237 -0.4339
H -2.9777 0.8782 0.3658
H -0.4995 -1.2199 -0.7767
*
```

Just the natural (NBO) charges please, in e? Sure, here they are: atom 1 (C): -0.122, atom 2 (C): -0.140, atom 3 (C): -0.262, atom 4 (C): -0.467, atom 5 (C): 0.660, atom 6 (C): 0.408, atom 7 (C): -0.412, atom 8 (C): -0.425, atom 9 (N): -0.209, atom 10 (N): -0.291, atom 11 (N): -0.584, atom 12 (Br): -0.055, atom 13 (I): 0.233, atom 14 (H): 0.276, atom 15 (H): 0.243, atom 16 (H): 0.281, atom 17 (H): 0.251, atom 18 (H): 0.247, atom 19 (H): 0.232, atom 20 (H): 0.241, atom 21 (H): 0.206, atom 22 (H): 0.253, atom 23 (H): 0.438